Here is a cluster of 3 separate species, C18H34F3N2O7 in total from OMol25. Energies are from ωB97M-V/def2-TZVPD.

The geometry in ORCA input format:
```
! wB97M-V def2-TZVPD RIJCOSX def2/J DEFGRID3
* xyz 1 1
F -4.29126 -2.59420 0.86283
C -3.88577 -3.74545 0.37088
F -4.48891 -3.98696 -0.76339
F -2.56632 -3.68212 0.14175
O -4.14867 -4.70525 1.31919
C -3.09226 -5.50862 1.67913
N -2.09882 -4.71698 2.50594
C -0.85272 -5.16188 2.59547
C 0.07985 -4.41313 3.31457
C -0.37216 -3.23596 3.87664
C -1.71352 -2.87737 3.72951
N -2.56821 -3.62174 3.05440
H -2.55399 -5.95145 0.84788
H -3.48849 -6.30326 2.30275
H -0.58997 -6.07518 2.08742
H 1.09927 -4.75103 3.39395
H 0.28429 -2.59061 4.43951
H -2.08622 -1.96116 4.15551
C -0.07400 3.78288 3.14905
O 0.19345 2.65229 2.33900
C 1.03219 1.67478 2.91845
C 0.45795 0.27772 2.80858
O -0.74203 0.02566 3.52841
C -1.94426 0.66918 3.12030
C -2.50955 0.22720 1.78614
O -1.70745 0.57589 0.67297
C -1.44244 -0.49049 -0.21233
H 0.65421 4.57630 2.96066
H -1.06439 4.15570 2.88612
H -0.07156 3.53215 4.21321
H 1.25044 1.91009 3.96472
H 1.98408 1.67078 2.37193
H 1.19695 -0.39607 3.25267
H 0.35625 -0.01708 1.76245
H -1.86433 1.75408 3.18250
H -2.67824 0.37525 3.87716
H -3.48393 0.71612 1.66423
H -2.68439 -0.85450 1.82059
H -1.34729 -1.43739 0.32972
H -0.50242 -0.29607 -0.72920
H -2.23971 -0.58420 -0.95758
C 3.22478 2.97917 -6.68335
O 2.26736 3.02974 -5.64543
C 1.31385 1.98598 -5.64111
C 1.18433 1.30637 -4.29283
O 2.31574 0.57962 -3.84350
C 3.49769 1.27213 -3.47694
C 3.41703 2.11097 -2.21820
O 2.54274 3.21621 -2.33706
C 1.58398 3.33356 -1.30871
H 2.88382 3.54475 -7.55568
H 4.14369 3.43593 -6.31404
H 3.44826 1.95133 -6.98272
H 1.54397 1.23876 -6.40742
H 0.33465 2.42018 -5.88071
H 0.40068 0.55143 -4.40510
H 0.83344 2.00798 -3.53364
H 3.90014 1.84755 -4.31185
H 4.22370 0.48068 -3.27137
H 4.42440 2.49432 -2.01196
H 3.12454 1.47045 -1.37802
H 1.24626 2.35625 -0.94849
H 0.72147 3.86529 -1.71019
H 1.98785 3.90343 -0.46532
*
```

- E (eV) = -44671.20598
- strongest force on any atom (eV Å⁻¹) = 0.83
- frontier orbital gap (eV) = 5.451

Here is a structure of composition C18H35BCaF9N3Na2O14S in a non-equilibrium geometry from OMol25. Energies are from ωB97M-V/def2-TZVPD.

The geometry in ORCA input format:
```
! wB97M-V def2-TZVPD RIJCOSX def2/J DEFGRID3
* xyz 0 1
C -2.51561 -3.34454 1.13811
C -3.34055 -3.22126 -0.24599
F -3.67569 -4.56914 -0.60047
C -4.60002 -2.27743 -0.01148
C -5.36515 -2.90796 1.28423
C -5.67013 -2.48370 -1.21917
N -6.45433 -3.74297 -1.09698
O -4.35219 -0.91348 0.31957
C -3.16939 -0.30757 -0.20237
B -3.13857 -0.02313 -1.81511
O -4.20931 0.81161 -2.34078
N -2.11280 -0.54527 -2.75731
C -2.57251 -1.65948 -3.63166
C -0.81930 -0.80610 -2.09629
H -1.46367 -3.74032 0.89635
H -2.41081 -2.34599 1.66491
H -2.97829 -4.13613 1.82121
H -2.59480 -2.86510 -1.02079
H -6.43226 -2.51254 1.26583
H -5.33109 -4.05080 1.23121
H -4.89199 -2.57821 2.26100
H -5.20007 -2.33788 -2.24653
H -6.42069 -1.61845 -1.10461
H -6.72683 -4.07447 -2.03504
H -7.30608 -3.59731 -0.53168
H -2.18351 -0.77238 0.17837
H -3.15671 0.74864 0.26192
H -3.84462 1.64782 -2.69042
H -3.01296 -2.55204 -3.08660
H -3.39907 -1.25374 -4.31134
H -1.70026 -2.06717 -4.25543
H -0.71755 -1.81386 -1.58274
H -0.01390 -0.77131 -2.92017
H -0.54727 0.06837 -1.37207
C -7.09349 1.04818 2.53416
F -7.03312 0.23919 1.45015
F -7.06663 2.31591 2.05831
F -8.32548 0.87268 3.06508
S -5.73231 0.71195 3.75515
O -4.48964 0.94607 3.02042
O -5.91016 -0.68089 4.15585
O -5.94342 1.66271 4.84273
C 5.56262 -0.10016 -1.19045
C 4.22651 0.16048 -0.52461
O 3.27032 -0.85161 -0.88994
C 3.32489 -2.02169 -0.17851
O 4.12559 -2.23364 0.72114
C 2.23340 -2.97882 -0.64145
F 2.14231 -3.02087 -1.97193
F 1.00702 -2.61304 -0.17727
F 2.44179 -4.22895 -0.22308
H 5.43856 -0.18625 -2.27207
H 6.26387 0.70843 -0.97563
H 5.99925 -1.03887 -0.84313
H 3.82416 1.11515 -0.86893
H 4.32753 0.22851 0.56116
Na 1.00517 0.11871 -0.42150
Ca 3.34407 -0.29947 1.77273
C 7.28607 2.50577 -3.32779
C 7.83583 3.79812 -3.83275
O 7.01024 4.77036 -3.20438
C 6.61432 4.20236 -2.03208
O 6.12864 4.81306 -1.11439
O 6.83476 2.85306 -2.02287
F 7.67409 3.90282 -5.17693
H 6.43551 2.14559 -3.92197
H 8.04249 1.72150 -3.28917
H 8.88216 3.97267 -3.56447
F 1.45508 -4.48941 -3.26450
C -3.50821 2.97031 6.97021
N -2.04517 2.76794 6.79887
O -1.54677 1.78783 7.32408
O -1.44123 3.60107 6.13411
H -3.90459 2.15608 7.57228
H -3.65647 3.92742 7.46869
H -3.95543 2.96727 5.97558
C 10.98060 2.79355 -1.62580
O 10.20054 3.67884 -2.24987
H 10.47366 2.04408 -0.97870
H 11.60515 2.13576 -2.26371
H 11.73905 3.19824 -0.92688
Na 4.58784 3.88007 -3.29049
O 1.29390 4.36468 5.84849
H 0.36312 4.27050 6.08836
*
```

- E (eV) = -115588.00017
- strongest force on any atom (eV Å⁻¹) = 5.75
- frontier orbital gap (eV) = 1.378

Here is a cluster of 3 separate species, C18H35BF3N2O8 in total in a non-equilibrium geometry from OMol25. Energies are from ωB97M-V/def2-TZVPD.

The geometry in ORCA input format:
```
! wB97M-V def2-TZVPD RIJCOSX def2/J DEFGRID3
* xyz 1 1
C 5.15930 0.02826 1.58398
N 3.81055 0.02985 0.97602
C 3.50679 -1.26976 0.31592
B 2.84211 0.53965 1.87024
O 2.97066 0.56569 3.23561
N 1.47521 1.10274 1.36511
C 1.13452 2.39306 2.03565
C 2.15957 3.50626 1.83868
C 2.20505 4.12886 0.48379
F 1.09911 4.80446 0.12438
C 3.26103 4.09786 -0.32328
F 4.25645 3.24990 -0.15134
F 3.45248 4.87117 -1.35227
C 0.44820 0.05941 1.81786
C -0.86939 0.15780 1.07719
O -0.76604 0.07571 -0.33486
C 0.58603 0.03313 -0.74222
C 1.34618 1.19332 -0.14294
H 5.22474 -0.61627 2.46060
H 5.86030 -0.33613 0.83592
H 5.45223 1.04755 1.82704
H 4.43408 -1.82495 0.19914
H 2.82443 -1.89756 0.88885
H 3.12518 -1.10771 -0.69012
H 3.35737 1.34858 3.63945
H 0.17943 2.72930 1.62956
H 0.96967 2.22739 3.09725
H 1.87055 4.30563 2.52733
H 3.17693 3.22714 2.11547
H 0.24297 0.20276 2.87719
H 0.89391 -0.93205 1.73721
H -1.46808 -0.68101 1.44352
H -1.41050 1.06330 1.36355
H 1.02707 -0.94729 -0.56258
H 0.60276 0.19144 -1.82152
H 2.31250 1.33652 -0.61816
H 0.75366 2.08516 -0.34771
C -1.53502 -6.13191 3.14752
C -1.04045 -6.60712 1.79941
O -1.71970 -5.95546 0.70959
C -1.36252 -4.70865 0.46005
O -0.50274 -4.07585 1.02884
O -2.10499 -4.24973 -0.54909
C -1.83148 -2.88924 -0.86753
H -2.61464 -6.26293 3.22392
H -1.05575 -6.70361 3.94144
H -1.31152 -5.07726 3.30073
H -1.26147 -7.66330 1.66698
H 0.03516 -6.47239 1.68972
H -0.77168 -2.74577 -1.06865
H -2.14118 -2.25089 -0.04226
H -2.40648 -2.63806 -1.75325
C -2.86616 2.26349 -1.35252
C -2.69145 3.28849 -2.45432
O -2.72620 2.68838 -3.75443
C -3.94062 2.32891 -4.18177
O -4.97167 2.49296 -3.58669
O -3.80708 1.77340 -5.38079
C -5.02982 1.28561 -5.94765
H -2.12808 1.46804 -1.44901
H -2.75610 2.73852 -0.37463
H -3.85318 1.80568 -1.39687
H -1.70758 3.75200 -2.38927
H -3.43627 4.08126 -2.39147
H -5.77941 2.07194 -5.98430
H -5.40373 0.44292 -5.36925
H -4.78521 0.96144 -6.95396
*
```

- E (eV) = -47417.27697
- strongest force on any atom (eV Å⁻¹) = 1.19
- relative energy (zero: lowest compared OMol25 entry of this formula, charge and spin) (kJ/mol) = 0.0
- frontier orbital gap (eV) = 9.955

Here is a structure of composition C18H35N2NdO in a non-equilibrium geometry from OMol25. Energies are from ωB97M-V/def2-TZVPD.

The geometry in ORCA input format:
```
! wB97M-V def2-TZVPD RIJCOSX def2/J DEFGRID3
* xyz 2 4
C 1.79025 2.74918 -0.31926
H 1.88329 2.52151 0.76810
H 2.33191 3.68959 -0.52154
H 2.33509 1.98960 -0.90734
C 0.30296 2.83581 -0.72805
H 0.03507 2.00697 -1.40033
H -0.32403 2.69606 0.17324
C -0.03366 4.18567 -1.39225
H -1.11962 4.28521 -1.43774
H 0.38794 5.04028 -0.83864
H 0.36158 4.28941 -2.41210
C -0.96965 -2.18906 -1.03804
C -1.36987 -1.22426 -2.02633
C -0.22132 -0.41678 -2.34161
C 0.88359 -0.87796 -1.55698
C 0.41358 -1.94762 -0.72410
C 1.25818 -2.77831 0.17378
C 2.31541 -0.67259 -1.90648
C -0.12234 0.56647 -3.46741
C -2.77747 -0.88524 -2.38945
C -1.87008 -3.06437 -0.23627
Nd -0.91420 -0.06958 0.13665
H 2.97152 -0.93407 -1.06724
H 2.55417 -1.34708 -2.74431
H 2.53775 0.35627 -2.21529
H 2.25809 -2.34136 0.27923
H 0.82159 -2.88818 1.17410
H 1.37282 -3.78178 -0.26328
H -2.86204 -2.60304 -0.09859
H -2.02654 -4.04217 -0.71762
H -1.41851 -3.26493 0.74827
H -2.82415 0.08204 -2.91889
H -3.23706 -1.64487 -3.04641
H -3.39082 -0.82660 -1.46936
H 0.63304 1.34094 -3.26432
H 0.17599 0.06984 -4.40637
H -1.07653 1.07832 -3.65106
C 2.24904 -0.32224 3.17323
N 1.10304 -0.21084 4.07398
C 1.39396 -0.15418 5.49558
C -0.09533 -0.18021 3.47999
O -0.07262 -0.31496 2.18808
N -1.30301 0.00683 4.04397
C -1.62175 0.05572 5.45914
C -2.43217 0.06984 3.11242
H 3.16358 -0.38398 3.78055
H 2.30459 0.56816 2.51854
H 2.14705 -1.23522 2.56273
H 1.11352 0.79736 5.96679
H 0.94968 -0.99539 6.03820
H 2.47630 -0.24713 5.58439
H -2.14879 0.99085 5.67816
H -2.29153 -0.77853 5.69996
H -0.76552 0.00101 6.12885
H -2.34893 0.94365 2.43611
H -2.50054 -0.85502 2.50726
H -3.34179 0.17045 3.70570
*
```

- E (eV) = -39524.63393
- strongest force on any atom (eV Å⁻¹) = 2.14
- frontier orbital gap (spin up / spin down) (eV) = 8.378 / 8.540

Here is a structure of composition C18H35N2STi in a non-equilibrium geometry from OMol25. Energies are from ωB97M-V/def2-TZVPD.

The geometry in ORCA input format:
```
! wB97M-V def2-TZVPD RIJCOSX def2/J DEFGRID3
* xyz 2 2
C 0.89232 1.87468 -1.69363
H 1.92002 2.19498 -1.45694
H 0.98226 1.14548 -2.54049
H 0.35204 1.47640 -0.37929
C -0.00669 3.06438 -2.12345
H -0.92038 2.66344 -2.58825
H -0.33268 3.61888 -1.23310
C 0.70756 4.01298 -3.08529
H 0.04980 4.84024 -3.36167
H 1.60413 4.43819 -2.62520
H 1.00519 3.48364 -3.99795
C -0.86086 -1.86030 -1.26457
C -1.49121 -0.93362 -2.17789
C -0.52942 -0.59344 -3.19860
C 0.72703 -1.22373 -2.85951
C 0.51954 -2.03137 -1.67871
C 1.51584 -2.94189 -1.06311
C 1.98096 -1.14689 -3.65383
C -0.79043 0.19496 -4.43319
C -2.91311 -0.50325 -2.12996
C -1.52424 -2.52782 -0.11639
Ti 0.21476 0.08196 -1.11309
H 2.84702 -1.48370 -3.07281
H 1.91251 -1.78788 -4.54565
H 2.19675 -0.13002 -4.01427
H 2.52498 -2.74383 -1.44290
H 1.55106 -2.85803 0.03158
H 1.27226 -3.98791 -1.30292
H -2.20163 -1.84385 0.41423
H -2.13223 -3.38525 -0.44504
H -0.79176 -2.91689 0.60217
H -3.08143 0.39360 -2.73896
H -3.58916 -1.28309 -2.51273
H -3.22968 -0.28243 -1.10282
H -0.04434 0.98636 -4.60297
H -0.76237 -0.45194 -5.32392
H -1.77848 0.66904 -4.40873
C 0.63321 2.32182 5.15730
C -0.28918 1.70079 4.12846
N 0.47047 1.25314 2.93709
C 0.45318 0.03065 2.41960
S 1.39459 -0.28738 0.97158
N -0.19339 -0.97498 3.09323
C 0.33029 -1.41569 4.42730
C -0.75597 -2.13781 5.19589
H 1.48048 1.66436 5.38730
H 0.07963 2.50616 6.08316
H 1.02222 3.28133 4.79993
H -0.83804 0.84046 4.51853
H -1.02922 2.43750 3.78545
H 0.99200 1.94232 2.40188
H -0.35676 -1.79030 2.50462
H 1.18522 -2.08932 4.24730
H 0.69140 -0.53651 4.97089
H -1.06186 -3.05769 4.68850
H -0.36979 -2.41071 6.18222
H -1.63443 -1.50016 5.33962
*
```

- E (eV) = -56148.21146
- strongest force on any atom (eV Å⁻¹) = 4.60
- relative energy (zero: lowest compared OMol25 entry of this formula, charge and spin) (kJ/mol) = 0.0
- frontier orbital gap (spin up / spin down) (eV) = 7.269 / 7.245

Here is a structure of composition C18H35N3O7Ti in a non-equilibrium geometry from OMol25. Energies are from ωB97M-V/def2-TZVPD.

The geometry in ORCA input format:
```
! wB97M-V def2-TZVPD RIJCOSX def2/J DEFGRID3
* xyz -1 4
Ti 12.17967 8.60223 11.24128
C 13.91852 4.99399 11.30592
C 13.06528 6.07031 11.31945
C 11.97938 6.08314 12.09956
O 11.49513 7.30119 12.33642
C 11.64925 4.86082 12.74325
C 12.53288 3.78425 12.81385
C 13.76218 3.79691 11.94606
O 14.34226 2.66368 11.66027
O 12.27595 2.64029 13.34406
O 13.34731 7.21746 10.67979
H 14.63677 5.00795 10.53374
H 10.81065 5.02681 13.42663
C 12.44360 9.60777 7.65448
C 11.13146 10.29691 8.18486
C 10.07525 10.30707 7.11268
O 9.02108 11.17639 7.27079
C 8.13482 11.45647 6.19340
N 10.83131 9.41372 9.37660
H 13.00377 10.24172 6.97293
H 12.13245 8.68205 7.11503
H 13.12862 9.23807 8.41966
H 11.21387 11.32394 8.57698
H 9.73094 9.25233 7.14657
H 10.53420 10.47348 6.15065
H 7.89978 10.61017 5.63750
H 8.59038 12.19932 5.49654
H 7.17082 11.90895 6.51869
H 10.65276 8.46112 9.01961
H 10.02895 9.63581 9.95690
C 8.06697 10.97993 13.22952
C 9.36131 11.08105 12.28998
C 9.72650 12.53445 12.34451
O 8.77628 13.43447 11.65869
C 9.00158 14.72624 12.16562
N 10.44807 10.21822 12.76554
H 7.25111 11.69480 12.91928
H 8.39377 11.42081 14.18093
H 7.71156 9.98188 13.28893
H 9.01051 10.93074 11.25786
H 10.68348 12.70250 11.84485
H 9.84704 12.88058 13.38841
H 8.33746 15.45988 11.72667
H 10.05580 14.96121 11.91193
H 8.92495 14.80308 13.22055
H 10.92056 10.49572 13.63546
H 10.02540 9.27748 13.00336
C 13.58958 12.33673 12.38011
C 13.35122 11.72764 11.02169
C 14.09176 12.51793 9.96099
O 13.74431 13.89183 10.08279
C 14.32900 14.61814 9.02583
N 13.82142 10.34036 10.94095
H 12.65385 12.30057 12.88471
H 13.85143 13.38505 12.30552
H 14.22576 11.65986 12.95814
H 12.26080 11.76754 10.86142
H 13.91430 12.10812 8.98676
H 15.15429 12.48960 10.20746
H 13.77313 14.48552 8.07501
H 15.38978 14.36027 8.83577
H 14.23834 15.69041 9.24063
H 14.32705 10.15546 10.01812
H 14.61605 10.30784 11.56926
*
```

- E (eV) = -61148.15849
- strongest force on any atom (eV Å⁻¹) = 4.10
- frontier orbital gap (spin up / spin down) (eV) = 3.140 / 4.172

Here is the molecule C18H35NO from OMol25. Energies are from ωB97M-V/def2-TZVPD.

The geometry in ORCA input format:
```
! wB97M-V def2-TZVPD RIJCOSX def2/J DEFGRID3
* xyz 0 1
C -4.29838 -2.55412 -1.47888
C -3.90729 -1.92908 -0.14491
C -2.86645 -0.81720 -0.28868
C -3.45031 0.47981 -0.84750
C -2.37388 1.47311 -1.28624
C -1.39937 1.82672 -0.16467
C -0.56378 3.07279 -0.45919
C 0.29730 2.98690 -1.72114
C 1.27213 1.80920 -1.75919
C 2.24412 1.80117 -0.58045
C 3.44672 0.88265 -0.79865
C 3.07510 -0.59131 -0.98424
N 2.40444 -1.16996 0.16394
C 1.09590 -1.49340 0.06072
O 0.46293 -1.31142 -0.96608
C 0.43586 -2.09401 1.28669
H -0.56926 -2.38118 0.97391
H 0.96525 -2.99761 1.59619
C 0.34218 -1.11155 2.45826
C 1.60938 -1.05737 3.30619
C 2.82465 -0.53981 2.54308
H 2.63523 0.47627 2.19382
H 3.67719 -0.50462 3.22500
C 3.19833 -1.42041 1.34644
H 4.23929 -1.23166 1.07580
H 3.12018 -2.47527 1.63540
H 1.43152 -0.40852 4.16707
H 1.82652 -2.05809 3.68943
H 0.10893 -0.11465 2.07739
H -0.48687 -1.41724 3.10074
H 3.98311 -1.17034 -1.18937
H 2.39595 -0.69832 -1.83105
H 3.98595 1.20174 -1.69333
H 4.12925 0.98041 0.05011
H 1.71405 1.49099 0.32136
H 2.61727 2.81576 -0.41438
H 0.71372 0.87406 -1.77778
H 1.84370 1.87481 -2.68926
H 0.86436 3.91904 -1.80656
H -0.35526 2.92308 -2.59379
H -1.23565 3.92933 -0.56675
H 0.07931 3.27510 0.40098
H -0.74094 0.97665 0.00966
H -1.96458 2.00766 0.75450
H -1.81937 1.04111 -2.12034
H -2.86221 2.38521 -1.64104
H -4.08830 0.94317 -0.08924
H -4.07854 0.25562 -1.71167
H -2.05587 -1.15910 -0.93485
H -2.44015 -0.61164 0.69542
H -4.79797 -1.53079 0.34826
H -3.49946 -2.71346 0.49843
H -3.41794 -2.95055 -1.97971
H -5.00461 -3.36782 -1.32598
H -4.76337 -1.82183 -2.13389
*
```

- E (eV) = -22772.97921
- SMILES string = CCCCCCCCCCCCN1CCCCCC1=O
- strongest force on any atom (eV Å⁻¹) = 0.44
- relative energy (zero: lowest compared OMol25 entry of this formula, charge and spin) (kJ/mol) = 0.5
- frontier orbital gap (eV) = 10.006